Entry 1:
Molecular formula: C19H17N3O8S
Method: DFT, ωB97M-V with the def2-TZVPD basis set

```
48
Properties=species:S:1:pos:R:3:forces:R:3:mulliken_charge:R:1
C -0.057 3.877 2.430 -0.160 -0.258 0.051 -1.65
C -0.430 2.404 2.346 -0.080 0.056 -0.074 0.48
N 0.726 1.652 1.900 0.551 0.076 -0.077 -0.40
C 0.739 0.387 1.818 0.124 0.562 0.169 -0.46
N -0.235 -0.522 2.156 0.371 -0.641 -0.028 -0.23
S 0.101 -2.094 1.635 -0.376 0.052 0.102 0.98
O 0.069 -2.992 2.744 0.258 0.014 0.102 -0.72
O -0.757 -2.405 0.525 0.201 0.025 0.074 -0.43
C 1.751 -1.671 1.131 -0.494 0.522 0.327 0.06
C 2.748 -2.483 0.642 0.054 -0.259 -0.001 -0.50
C 3.967 -1.895 0.325 -0.219 -0.090 0.150 -0.59
C 4.164 -0.532 0.507 -0.052 0.055 0.079 -0.59
C 3.151 0.275 1.000 -0.210 -0.190 0.106 -0.14
C 1.930 -0.309 1.313 0.544 -0.231 -0.255 0.58
C -1.475 2.090 1.288 -0.107 -0.122 0.457 0.58
O -2.262 1.176 1.393 -0.165 0.066 -0.094 -0.70
O -1.326 2.815 0.188 0.119 0.409 0.073 -0.32
C -1.976 2.308 -0.982 -0.354 -0.324 -0.318 -1.15
C -1.268 1.061 -1.445 -0.295 -0.161 0.100 0.09
C 0.105 1.063 -1.588 0.223 -0.216 -0.129 0.00
C 0.770 -0.108 -1.941 -1.381 -0.004 0.110 -0.65
N 2.193 -0.103 -2.055 0.675 -0.046 -0.077 1.22
O 2.776 0.955 -1.925 0.171 0.269 -0.078 -0.66
O 2.751 -1.165 -2.260 0.128 -0.134 -0.188 -0.64
C 0.067 -1.285 -2.175 0.086 0.282 0.007 -0.25
C -1.303 -1.303 -2.027 -0.342 0.323 -0.135 0.59
C -1.976 -0.137 -1.633 0.624 -0.005 -0.130 0.70
O -3.309 -0.131 -1.432 0.016 0.241 -0.142 -0.52
C -3.891 -1.420 -1.327 -0.450 -0.253 0.403 -0.27
O -3.491 -2.263 -2.345 -0.036 0.088 -0.162 -0.45
C -2.108 -2.554 -2.243 0.259 -0.295 0.133 -0.77
H -0.919 4.468 2.727 -0.068 0.139 0.043 0.41
H 0.735 4.005 3.161 0.059 0.011 0.077 0.42
H 0.299 4.219 1.464 0.037 0.044 -0.058 0.31
H -0.798 2.035 3.314 -0.079 0.023 -0.167 0.39
H -1.194 -0.212 2.252 -0.245 -0.116 -0.167 0.42
H 2.578 -3.538 0.505 0.042 -0.152 -0.037 0.50
H 4.762 -2.503 -0.077 0.064 -0.065 -0.045 0.41
H 5.113 -0.092 0.244 0.081 0.037 -0.036 0.39
H 3.280 1.337 1.131 0.009 0.126 0.005 0.56
H -3.024 2.083 -0.765 0.188 0.144 -0.069 0.40
H -1.900 3.110 -1.719 -0.031 -0.075 0.132 0.40
H 0.675 1.962 -1.405 0.024 0.039 0.021 0.49
H 0.603 -2.176 -2.460 0.051 -0.081 -0.012 0.50
H -3.633 -1.836 -0.337 0.023 0.088 -0.200 0.34
H -4.969 -1.271 -1.417 0.225 -0.017 0.039 0.25
H -1.919 -3.236 -1.401 -0.090 0.004 -0.189 0.22
H -1.833 -3.045 -3.178 0.027 0.039 0.108 0.41
```
Positions in Å, forces in eV/Å.

Summary:
Frontier orbital gap (eV): 8.8
SMILES string: C[C@H](/N=C1\NS(=O)(=O)c2ccccc21)C(=O)OCc1cc([N+](=O)[O-])cc2c1OCOC2
Total charge: 0
HOMO energy (eV): -9.1
Strongest force on any atom (eV Å⁻¹): 1.4
Spin multiplicity: 1
ΔE to the lowest compared entry with this formula, charge and spin (kJ/mol): 0.00



Entry 2:
Molecular formula: C29H54N8O7P3
Method: DFT, ωB97M-V with the def2-TZVPD basis set

```
101
Properties=species:S:1:pos:R:3:forces:R:3:mulliken_charge:R:1
C 1.151 -4.051 2.713 0.076 0.010 -0.254 -0.68
C 1.916 -2.831 3.515 -1.437 -1.604 1.218 -0.30
O 1.428 -1.544 2.999 1.661 0.976 -0.956 -0.16
C 2.186 -1.095 1.830 0.117 -4.204 -0.278 -0.65
N 1.859 0.340 1.358 -2.608 -1.123 1.423 0.11
P 2.857 1.388 2.383 4.895 2.241 -0.074 0.77
C 3.413 0.684 4.033 -1.002 -1.138 1.570 -0.97
C 2.245 3.129 2.688 -1.573 1.476 1.912 -1.01
C 0.404 0.735 1.697 -2.955 0.740 0.600 -1.09
C -0.745 -0.121 0.916 -1.973 2.189 -0.958 0.49
C -1.955 0.950 0.474 0.821 0.215 -0.706 -1.11
C -3.133 0.269 -0.434 -0.830 1.514 -0.609 0.20
C -4.351 1.412 -0.523 0.709 -0.050 0.871 -0.55
C -5.415 1.192 0.750 0.043 0.489 -0.874 -0.73
N -6.742 0.796 0.068 0.215 -0.414 0.713 0.20
C -6.811 -0.609 -0.492 -6.087 3.508 -1.423 -0.23
C -8.322 -0.602 -1.164 2.678 3.305 2.299 -0.40
C -8.987 0.905 -0.891 4.569 -0.712 1.441 -0.39
C -7.876 1.787 -0.069 -1.244 -6.199 -2.937 -0.28
P -1.704 -1.380 2.055 1.062 -2.847 2.644 0.11
O -2.937 -0.570 2.981 1.070 -0.262 -1.062 -0.46
O -2.339 -2.708 1.116 0.617 3.413 -1.156 -0.56
O -0.155 -0.830 -0.209 0.815 1.104 0.768 0.19
C 0.812 -0.015 -0.978 -2.075 0.890 0.588 -0.38
P 1.049 -1.024 -2.564 -0.311 -2.594 -4.081 0.45
N 1.958 -0.417 -3.730 -0.528 -1.359 2.591 -0.72
O -0.578 -1.198 -3.263 2.186 1.326 1.844 -0.57
O 1.524 -2.692 -2.177 -2.157 3.060 -0.474 -0.41
C 2.140 0.492 -0.164 0.801 1.250 -2.397 0.91
C 2.331 2.089 -0.540 0.443 1.656 0.256 -0.73
C 2.305 2.490 -2.123 0.234 1.684 -0.675 -0.17
C 3.815 2.522 -2.842 1.958 -3.486 -3.687 0.07
N 4.730 3.657 -2.371 -1.192 -1.540 -1.112 -0.36
O 4.229 1.646 -3.761 -2.528 5.125 5.856 -0.53
C 3.457 -0.295 -0.690 1.126 -1.110 -0.487 -0.53
C 4.880 -0.099 0.061 2.892 -3.144 2.629 0.19
C 5.783 1.289 0.170 -0.786 -0.153 0.184 -0.61
N 5.526 -1.202 0.639 -3.099 4.391 -2.574 -0.83
H 1.656 -4.158 1.661 -1.009 -0.131 1.950 0.18
H -0.006 -3.835 2.535 2.627 -0.096 0.542 0.13
H 1.198 -5.066 3.319 0.234 2.162 -1.328 0.37
H 3.081 -2.929 3.556 -2.082 0.316 -0.446 0.28
H 1.536 -2.904 4.645 0.859 0.526 -2.509 0.28
H 1.916 -1.882 0.972 0.471 2.187 1.454 0.24
H 3.319 -1.259 2.058 -1.864 1.053 -0.621 0.57
H 3.929 1.547 4.655 -1.220 -1.568 -1.556 0.42
H 2.492 0.246 4.629 2.037 0.875 -0.839 0.26
H 4.207 -0.166 3.887 -1.587 1.738 0.079 0.27
H 1.815 3.188 3.800 0.756 -0.019 -2.340 0.38
H 1.408 3.559 1.998 1.695 -0.940 1.185 0.29
H 3.156 3.881 2.673 -1.665 -1.847 -0.261 0.39
H 0.175 1.869 1.394 1.109 -2.570 0.433 0.36
H 0.212 0.733 2.876 0.763 -0.437 -2.570 0.52
H -1.462 1.832 -0.158 -1.092 -1.712 1.184 0.43
H -2.401 1.470 1.441 0.898 -1.327 -1.889 0.35
H -2.800 0.066 -1.559 -0.325 0.216 2.621 -0.08
H -3.628 -0.691 0.014 1.193 1.720 -0.723 0.00
H -3.884 2.504 -0.422 -0.893 -2.377 -0.428 0.28
H -4.890 1.305 -1.557 0.822 0.284 2.236 0.38
H -5.535 2.178 1.403 0.016 -2.100 -1.656 0.31
H -5.037 0.362 1.495 -0.845 1.467 -1.638 0.23
H -6.003 -1.475 -0.475 -1.804 2.512 0.251 0.23
H -8.791 -1.508 -1.747 1.003 2.191 1.367 0.25
H -10.029 1.314 -1.240 2.384 -1.113 0.838 0.32
H -7.867 2.890 0.325 0.223 -2.702 -0.809 0.28
H -2.701 -0.732 3.943 -0.231 -0.002 -1.834 0.35
H -2.307 -2.504 0.126 -0.228 -0.443 1.606 0.38
H 0.182 0.951 -1.292 1.592 -1.904 0.362 0.34
H 2.701 -1.119 -3.947 -0.676 0.946 -0.003 0.22
H -0.831 -0.362 -3.757 0.791 -1.336 0.694 0.36
H 0.817 -3.333 -2.486 0.534 0.768 0.450 0.15
H 3.362 2.551 -0.153 -2.209 -1.385 -0.647 -0.04
H 1.508 2.790 -0.033 1.571 -1.905 -1.077 0.31
H 1.994 3.647 -2.141 0.780 -2.472 0.184 0.48
H 1.492 1.970 -2.778 2.015 0.600 1.137 0.20
H 5.724 3.340 -2.337 -1.206 0.047 -0.359 0.22
H 4.697 4.388 -3.115 -0.122 -0.614 0.844 0.30
H 3.254 -1.473 -0.698 0.391 2.566 0.110 0.44
H 3.690 -0.048 -1.835 -1.016 -0.109 2.402 0.16
H 6.823 1.093 0.688 -2.252 -0.074 -1.229 0.37
H 5.227 2.079 0.871 1.105 -1.700 -1.868 0.12
H 5.946 1.697 -0.915 -0.344 -0.641 2.149 0.04
H 4.951 -2.064 0.527 0.186 0.715 -0.099 0.27
C -11.982 -2.271 -1.194 -0.107 1.223 0.289 -0.78
C -12.117 -0.791 -0.877 -0.784 8.139 1.754 0.46
N -12.229 0.437 -0.613 0.819 -9.909 -2.145 -0.50
H -11.417 -2.772 -0.403 -0.077 0.206 -0.074 0.27
H -12.972 -2.728 -1.269 0.126 0.187 0.028 0.33
H -11.457 -2.402 -2.145 -0.095 0.143 0.147 0.25
C 1.644 -6.737 -2.727 -0.984 0.700 0.066 -0.75
C 0.451 -5.799 -2.647 -6.365 4.997 0.420 0.52
N -0.539 -5.021 -2.580 7.926 -5.988 -0.496 -0.56
H 2.547 -6.172 -2.974 -0.236 0.026 0.025 0.26
H 1.790 -7.238 -1.766 -0.139 0.147 -0.121 0.28
H 1.474 -7.492 -3.499 -0.088 0.194 0.108 0.32
C 8.896 4.575 -0.768 -1.086 0.447 0.379 -0.77
C 7.554 5.104 -0.292 -7.345 2.903 2.629 0.41
N 6.440 5.544 0.103 8.874 -3.582 -3.154 -0.47
H 9.094 4.921 -1.786 -0.121 0.004 0.181 0.28
H 9.693 4.932 -0.109 -0.220 -0.008 -0.060 0.33
H 8.890 3.481 -0.759 -0.089 0.182 0.043 0.25
```
Positions in Å, forces in eV/Å.

Summary:
Frontier orbital gap (eV): 6.9
Total charge: +1
HOMO energy (eV): -9.2
Strongest force on any atom (eV Å⁻¹): 10.2
Spin multiplicity: 1



Entry 3:
Molecular formula: C5H10O2
Method: DFT, ωB97M-V with the def2-TZVPD basis set

```
17
Properties=species:S:1:pos:R:3:forces:R:3:mulliken_charge:R:1
C -1.417 0.052 -2.708 0.101 -0.996 0.991 -0.68
C -1.363 -0.056 -1.380 0.281 1.010 -0.836 -0.26
C -0.099 0.318 -0.652 -1.727 -1.148 0.819 -0.29
C -0.031 1.340 0.205 0.584 -1.261 0.768 -0.27
C 1.111 1.510 1.169 1.921 0.562 -0.658 -0.38
O 2.208 0.598 1.013 -0.478 -0.284 -0.461 -0.53
H -0.489 0.199 -3.237 -0.160 0.476 -0.451 0.28
H -2.327 -0.248 -3.194 -0.078 0.094 -0.553 0.28
H -2.264 -0.402 -0.870 0.322 0.284 0.312 0.29
H 0.549 -0.572 -0.642 0.651 1.021 0.083 0.33
H -0.873 1.979 0.446 -0.091 0.184 -0.619 0.36
H 0.835 1.361 2.213 -0.406 0.361 -0.090 0.30
H 1.599 2.510 1.016 -0.935 -0.300 0.477 0.25
H 2.437 0.578 0.073 0.022 -0.006 0.226 0.30
O -0.579 -2.969 1.742 -0.179 0.097 0.077 -0.63
H -1.333 -2.415 1.988 0.257 -0.166 -0.194 0.31
H -0.554 -2.977 0.779 -0.086 0.072 0.110 0.31
```
Positions in Å, forces in eV/Å.

Summary:
Frontier orbital gap (eV): 10.5
SMILES string: C=C/C=C/CO.O
Total charge: 0
HOMO energy (eV): -9.7
Strongest force on any atom (eV Å⁻¹): 2.2
Spin multiplicity: 1
ΔE to the lowest compared entry with this formula, charge and spin (kJ/mol): 304.17



Entry 4:
Molecular formula: C17H22BrN2NdO6PS2
Method: DFT, ωB97M-V with the def2-TZVPD basis set

```
52
Properties=species:S:1:pos:R:3:forces:R:3:mulliken_charge:R:1
Nd 0.201 -1.813 -0.421 1.939 3.004 1.858 0.57
O -2.762 -4.666 -0.871 0.090 -0.006 -0.057 -0.72
C -1.881 -3.844 -0.741 -0.355 -0.261 -0.049 0.38
O -1.860 -2.743 -0.068 -0.979 -0.668 0.122 -0.48
C -0.449 -3.884 -1.299 -0.555 -2.149 -0.604 0.96
O 0.439 -4.258 -0.479 -0.062 -0.303 -0.250 -0.68
O -0.166 -3.082 -2.232 -0.270 -0.731 -0.934 -0.55
Br 7.125 0.412 -0.865 -0.133 -0.043 -0.007 -0.27
C 5.294 -0.161 -0.776 0.134 0.046 0.001 0.18
C 4.956 -1.430 -1.205 0.055 -0.061 -0.032 -0.60
C 3.625 -1.826 -1.123 -0.251 -0.012 0.035 -0.19
C 2.586 -1.013 -0.627 0.730 0.271 -0.079 -0.23
C 3.017 0.263 -0.212 -0.160 -0.090 0.031 -0.02
C 4.337 0.700 -0.277 0.010 0.066 0.021 -0.59
H 5.716 -2.096 -1.595 0.003 0.005 0.007 0.39
H 3.388 -2.832 -1.465 0.050 -0.012 -0.017 0.32
H 2.291 0.962 0.195 -0.001 0.025 -0.012 0.08
H 4.613 1.694 0.055 0.016 -0.015 0.006 0.41
N 0.398 -3.923 2.210 0.055 -0.114 0.184 0.16
C 0.345 -4.169 3.525 0.122 0.003 0.111 -0.18
C 0.916 -3.086 4.160 -0.084 0.039 0.027 -0.88
C 1.275 -2.217 3.120 0.080 -0.024 0.009 -0.39
N 0.964 -2.740 1.942 -0.143 0.013 -0.060 -0.05
H 0.144 -4.501 1.416 -0.049 0.005 -0.076 0.20
H -0.073 -5.077 3.927 -0.017 -0.017 -0.100 0.44
H 1.034 -2.936 5.219 0.011 -0.007 -0.013 0.37
H 1.738 -1.246 3.172 -0.028 0.016 -0.046 0.50
C -0.346 4.516 0.293 0.048 -0.202 0.014 -1.36
C 0.377 3.422 -0.482 -0.085 0.130 -0.078 0.58
C 0.082 3.470 -1.971 0.033 -0.145 0.139 -1.31
O 0.110 2.137 0.116 -0.091 0.122 -0.050 -0.28
P -1.110 1.112 -0.047 -0.100 0.928 0.159 1.09
S -0.932 0.001 1.595 -0.113 0.094 -0.654 -0.61
S -1.101 0.258 -1.866 -0.028 0.163 0.483 -0.41
O -2.354 2.136 0.045 -0.034 -0.219 -0.056 -0.30
C -3.756 1.856 -0.214 -0.173 0.006 -0.073 0.48
C -4.103 2.168 -1.663 0.203 0.065 0.111 -1.23
C -4.202 0.456 0.183 0.301 0.077 -0.001 -1.39
H 0.046 5.495 0.010 -0.011 -0.007 -0.023 0.45
H -0.190 4.367 1.362 -0.008 0.054 0.001 0.35
H -1.415 4.480 0.091 -0.031 0.037 0.010 0.19
H 1.452 3.542 -0.329 0.005 -0.052 -0.023 0.35
H -0.987 3.344 -2.148 -0.008 0.030 -0.072 0.20
H 0.613 2.672 -2.488 -0.024 0.029 -0.049 0.33
H 0.401 4.434 -2.373 -0.009 0.015 0.022 0.46
H -4.262 2.584 0.425 0.022 -0.034 0.028 0.19
H -3.635 1.449 -2.331 -0.012 -0.040 -0.038 0.22
H -3.758 3.168 -1.933 -0.033 -0.002 0.006 0.29
H -5.187 2.122 -1.787 0.001 0.010 -0.022 0.47
H -3.701 -0.302 -0.423 -0.023 -0.020 0.025 0.30
H -5.278 0.369 0.023 -0.001 0.028 0.022 0.47
H -3.972 0.257 1.227 -0.038 -0.046 0.039 0.34
```
Positions in Å, forces in eV/Å.

Summary:
Frontier orbital gap (spin up / spin down) (eV): 8.0 / 7.9
Total charge: -1
<S²>: 3.753
HOMO energy (spin up / spin down) (eV): -5.3 / -5.3
Strongest force on any atom (eV Å⁻¹): 4.0
Spin multiplicity: 4
ΔE to the lowest compared entry with this formula, charge and spin (kJ/mol): 0.00